No. 1
The following is a DFT calculation (ωB97M-V/def2-TZVPD) of C5H20FN10O5Zn as an isolated structure.

```
42
Properties=species:S:1:pos:R:3:forces:R:3
C 1.77769 -29.46236 -4.93152 0.40 -1.28 1.83
H 6.56432 -18.11017 -8.58693 -0.53 0.22 -0.41
Zn 3.37421 -22.65573 -0.06429 -0.16 -0.05 -1.94
O 7.00349 -19.91286 -7.06992 -0.84 0.21 1.04
H -0.73095 -17.83289 -2.92258 0.24 -0.49 -0.28
F 3.36215 -23.16548 -3.18128 0.02 0.26 1.78
H -0.24571 -16.46053 -1.65003 0.38 -0.36 0.00
H 1.04328 -16.69649 -0.55429 -0.36 0.06 0.11
N 6.41014 -25.70587 -7.08497 0.47 -0.02 2.11
H 1.10849 -23.67275 -6.86226 -0.14 -0.51 -0.06
H 6.74326 -26.58182 -6.70836 -0.08 0.42 0.25
H 0.21201 -29.62535 -6.25963 0.39 -0.18 0.26
N -0.66983 -23.83689 -9.18843 -4.33 -1.93 -11.50
C 0.64775 -18.31383 -1.60399 -0.15 0.52 1.34
N 4.76740 -19.47320 -6.57811 -1.32 -1.94 3.08
H 4.77376 -20.11406 -5.79750 -0.62 0.10 -0.18
H -0.13071 -24.49390 -9.73414 -0.05 0.40 0.25
H -0.09778 -19.44491 -2.98812 -0.18 0.22 -0.15
H 5.57815 -23.78408 -8.42508 0.14 -0.08 -0.13
N 0.39412 -17.10663 -1.21040 1.16 5.01 3.80
N 5.82088 -24.61421 -8.94669 -2.14 4.84 -1.37
H 0.52028 -28.12873 -5.34766 0.01 1.16 0.85
N 5.71457 -18.44931 -8.15914 1.21 2.01 -2.46
H 6.04276 -24.95246 -6.52149 0.21 -0.50 0.13
N 1.09939 -29.97208 -5.92433 -0.40 -4.12 -4.05
O 6.74050 -26.51812 -9.12488 1.87 -3.03 -1.48
O 1.28750 -19.16389 -1.07059 2.91 -2.27 2.17
C 6.41614 -25.62314 -8.40566 -0.71 -1.32 0.21
N 0.64062 -24.00380 -7.69389 6.37 -2.28 4.36
C 5.93086 -19.32408 -7.19087 1.06 -0.57 -1.43
H -1.38980 -23.35922 -9.71148 -0.20 -0.37 0.20
H 1.56586 -27.69268 -4.01651 -0.14 -0.17 -0.15
H 1.05976 -24.70902 -8.28303 0.39 0.41 0.61
N 1.13505 -28.40063 -4.59385 -2.06 5.54 1.41
N -0.02064 -18.49671 -2.64890 -3.86 -2.93 -6.90
O -1.23467 -22.81641 -7.36578 -0.20 0.45 0.89
H 4.81153 -18.01472 -8.28466 0.72 0.26 -0.16
H 5.77280 -24.52815 -9.95187 0.25 -0.26 0.31
C -0.49455 -23.54363 -8.01870 -1.79 3.82 5.27
H 1.32768 -30.91665 -6.19962 -0.08 0.16 -0.09
O 2.66325 -29.92930 -4.26364 1.87 -1.08 -0.06
H 3.91783 -19.08781 -6.96515 0.28 -0.33 0.52
```
Positions in Å, forces in eV/Å.

* E_LUMO: -9.97 eV
* DFT total energy: -81769.6193 eV
* highest occupied orbital energy: -0.42677 Eh
* maximum force: 0.242 hartree/bohr
* energy relative to the best compared isomer or geometry (same formula, charge and spin): 1626.1 kJ/mol
* charge: +1

---

No. 2
The following is a DFT calculation (ωB97M-V/def2-TZVPD) of a 5-piece molecular cluster, C5H20N10O5 overall.

```
40
Properties=species:S:1:pos:R:3:forces:R:3
N -3.10920 -1.39611 2.10775 0.22 -0.51 -0.59
O -5.40419 2.10132 -0.37587 -0.86 0.44 -0.14
H -2.51162 1.74272 2.30325 0.08 0.03 0.20
H -3.78565 -2.01793 1.70059 -0.10 -0.01 0.19
H 1.71150 1.13653 1.75904 -0.07 0.07 0.11
H -1.45642 0.38977 2.66510 0.08 0.19 -0.02
O -4.50399 0.38638 1.86183 0.32 -0.36 -0.87
H 5.02102 1.31004 3.96816 0.44 0.02 -0.21
C -4.91643 1.75364 -1.42123 0.86 0.10 -0.39
H 3.44834 -3.75631 -2.18363 0.13 -0.13 0.10
N 3.67134 -1.36712 -1.71214 0.65 1.19 0.65
H 2.73505 -1.58734 -1.42103 0.17 -0.81 -0.10
H -6.11467 2.71054 -2.73392 0.01 0.00 -0.39
H -1.85613 -1.44492 -0.21993 0.21 -0.24 0.06
H 1.74436 0.33831 -0.72613 0.01 0.25 -0.09
H -2.16608 -1.73430 2.19641 0.02 -0.01 -0.04
N -3.83502 0.90028 -1.39808 -0.42 -0.03 0.43
H 0.24527 0.82637 -1.49683 0.55 0.41 0.06
O 0.74949 -1.69358 0.26444 -0.09 -0.15 0.40
N -1.17497 -0.89792 -0.71113 0.27 0.26 -0.32
N 0.83529 0.12084 -1.09091 -0.54 -0.29 -0.08
O 2.82610 0.36548 3.90113 0.23 -0.14 -0.04
C 0.16715 -0.89227 -0.43447 -0.13 -0.06 -0.18
H 4.88028 -3.96397 -3.14301 -0.01 -0.04 0.03
C 4.62843 -2.07190 -2.41195 -2.29 0.14 -1.36
N -5.26664 2.17902 -2.67694 -0.01 -0.02 0.70
N 2.58025 1.56860 2.00753 0.55 0.26 -0.41
N 4.24185 -3.36439 -2.65445 0.53 -0.13 0.17
H 5.11772 1.97342 2.36780 -0.16 0.08 -0.05
H 2.98828 2.29931 1.45442 -0.30 -0.09 -0.30
H -1.48203 -0.30049 -1.45479 -0.31 -0.05 0.16
O 5.53915 -1.50543 -2.97794 0.80 -0.28 0.60
N 4.64868 1.39346 3.03656 0.11 -0.19 0.72
N -2.33341 0.75668 2.34504 0.23 -0.09 -0.54
C -3.37922 -0.05737 2.00986 -0.60 0.52 1.85
C 3.32770 1.05143 3.03070 -0.83 -0.05 0.14
H -3.64652 0.67902 -0.43346 0.59 -0.34 -0.17
H -3.25829 0.68592 -2.18610 0.04 -0.07 0.07
H -4.79923 1.77004 -3.46213 -0.42 0.14 -0.30
H 3.89246 -0.38778 -1.65354 0.06 -0.04 -0.05
```
Positions in Å, forces in eV/Å.

* E_LUMO: -0.07 eV
* SMILES: NC(N)=O.NC(N)=O.NC(N)=O.NC(N)=O.NC(N)=O
* DFT total energy: -30651.9824 eV
* highest occupied orbital energy: -0.36372 Eh
* maximum force: 0.052 hartree/bohr
* energy relative to the best compared isomer or geometry (same formula, charge and spin): 161.9 kJ/mol

---

No. 3
The following is a DFT calculation (ωB97M-V/def2-TZVPD) of a 5-piece molecular cluster, C5H20N2O4 overall.

```
31
Properties=species:S:1:pos:R:3:forces:R:3
O -1.43262 -2.32477 -2.51423 -0.05 0.49 -0.20
H 0.70713 -0.01051 -2.79811 -0.53 0.05 -0.39
C -0.76098 0.51311 0.98092 0.36 -1.86 -1.01
H 0.80099 0.66657 2.38619 0.12 0.02 -0.32
H -1.57481 2.49268 2.63198 -0.16 -0.53 -0.37
H -2.64005 1.34203 1.09442 0.02 0.08 -0.01
H -1.63337 -1.43558 -2.20250 -0.17 -0.12 0.26
H -1.47028 -2.65153 2.10185 0.39 0.08 0.33
H -0.87739 -1.17372 2.86953 0.16 -0.12 0.04
H 3.57144 -0.55842 -0.11188 0.07 -0.25 -0.12
N -2.01748 0.86319 0.46410 -0.11 1.05 0.51
H 0.24100 -2.73201 0.51506 0.10 -0.43 -0.25
N -0.66425 2.10506 2.84229 1.20 0.88 -0.22
H 2.15168 0.09816 -2.77790 0.08 -0.28 -0.91
H -0.02803 2.88392 2.65246 -0.26 0.13 0.73
H -1.20619 -2.12614 -3.42880 0.16 -0.40 -0.22
H -2.54132 0.28518 -0.16898 0.50 -0.44 0.13
O 0.23174 2.47598 -2.27126 -0.03 -0.28 -0.13
H 1.37642 -1.82179 1.44192 -0.31 0.40 -0.13
H -0.66541 -1.03894 -0.58708 -0.63 -0.02 0.37
O 1.45065 -0.25009 -3.36389 0.52 0.33 1.16
C -0.55791 -2.10573 2.40231 -0.18 0.32 -1.35
H -0.27680 2.56852 -1.46036 0.04 0.06 0.18
H 1.09683 2.86204 -2.10505 -0.07 0.06 0.12
H 0.03384 -2.67432 3.10195 -0.09 -0.34 0.29
C -0.08272 -0.67881 0.25870 -0.07 1.99 -0.68
O 2.99844 0.20781 -0.07715 -0.26 0.42 -0.35
C 0.32065 -1.84832 1.12782 0.28 -0.48 1.10
C -0.12108 1.07670 2.00073 -1.49 0.16 0.14
H 0.72785 -0.16805 -0.31570 -0.23 -0.84 0.79
H 2.30230 0.06646 -0.74270 0.63 -0.14 0.53
```
Positions in Å, forces in eV/Å.

* E_LUMO: 0.33 eV
* SMILES: CCC/C(N)=C/N.O.O.O.O
* DFT total energy: -16678.3463 eV
* highest occupied orbital energy: -0.28366 Eh
* maximum force: 0.042 hartree/bohr
* energy relative to the best compared isomer or geometry (same formula, charge and spin): 155.6 kJ/mol

---

No. 4
The following is a DFT calculation (ωB97M-V/def2-TZVPD) of C5H20N7O9P2S4Sn as an isolated structure.

```
48
Properties=species:S:1:pos:R:3:forces:R:3
C 3.27273 -0.90452 0.14440 -0.46 -0.04 -0.80
O 0.08859 2.78390 0.97402 -1.20 2.59 -1.79
H -1.82622 5.56617 -0.74043 0.14 -0.13 -0.45
O 2.58851 1.35879 -1.46539 0.89 0.27 -1.21
C -1.93743 3.80436 -1.63668 1.19 0.52 1.60
S -3.86825 0.33742 2.66305 -0.66 -0.56 1.80
H -3.12678 -2.29790 -0.93336 0.18 0.37 0.28
C 4.79060 -0.73297 0.03449 -0.42 -1.11 0.94
O 1.10757 -1.97219 1.43442 0.48 -0.70 0.65
N -2.52147 3.10063 -2.57086 -1.75 -0.43 -1.96
O 0.80861 0.21475 0.01298 3.71 1.46 -1.99
O 3.25348 -3.18570 1.78338 -0.50 -1.05 -0.92
S -3.17072 0.32285 0.77836 -1.31 0.97 -1.03
H 5.09907 -0.63723 -1.00110 -0.18 0.25 -0.24
H -2.90217 3.50381 -3.42909 0.34 -0.27 0.75
N -1.25888 3.04255 -0.79596 1.69 0.74 1.77
O 2.80824 -1.87855 -0.83349 0.55 -0.47 -0.87
H -0.54318 -3.87224 -0.33565 -0.41 0.40 0.11
O 2.74214 1.46593 1.09595 -0.82 1.59 0.07
S -2.25087 0.49862 4.04178 -2.33 1.78 0.78
P 2.27175 0.64703 -0.23420 -1.97 -0.79 1.82
O 3.07411 -0.97997 2.88488 -0.26 0.53 0.86
N -1.56676 -2.77922 1.14998 -0.33 -1.85 1.05
H -2.28432 -3.14920 -2.16508 0.49 0.25 0.69
N -2.64056 1.71094 -2.39255 0.37 -0.85 0.33
H -0.84621 -3.13809 1.77849 -0.33 0.16 0.06
H 5.21962 -1.68232 0.42023 0.23 0.65 -0.09
H 2.67240 -3.83616 1.26795 1.20 1.39 1.05
N -0.56386 3.60970 0.29269 -1.24 -0.95 1.14
Sn -0.87746 -0.67816 0.85791 0.53 1.79 0.07
O -0.78095 4.80979 0.64331 0.86 -1.84 -0.62
H 2.51055 -0.21590 3.15190 0.29 -0.50 -0.33
H -2.45708 -2.67019 1.67417 0.59 -0.41 -0.74
H 5.13863 0.13022 0.59786 0.04 -0.10 0.07
H 2.18321 2.30977 1.14938 0.90 -1.62 0.01
C -1.57249 -3.52429 -0.12119 -0.47 -0.21 0.39
C -2.10789 -2.58814 -1.20488 -0.59 -0.90 -1.37
H -2.02393 1.57921 -1.54819 -0.51 -0.33 -0.86
S -0.65633 -0.33666 3.29953 1.85 -1.31 1.18
H -3.58442 1.51062 -2.04404 0.23 0.23 0.06
H 3.50260 -2.06210 -1.49957 -0.48 0.43 0.66
N -1.26574 -1.39354 -1.35707 -0.42 -1.37 -1.40
N -2.03930 5.13923 -1.64495 0.82 0.46 0.77
H -2.19071 -4.43475 0.00728 0.16 0.40 -0.53
P 2.55711 -1.74982 1.62839 -0.19 0.02 -1.12
H -2.75976 5.51917 -2.19535 -0.84 0.51 -0.52
H -1.72308 -0.64348 -1.88113 0.28 -0.29 -0.07
H -0.34268 -1.62217 -1.73654 -0.35 0.34 -0.03
```
Positions in Å, forces in eV/Å.

* E_LUMO (spin up / spin down): 2.40 / 2.40 eV
* DFT total energy: -102119.8368 eV
* highest occupied orbital energy (spin up / spin down): -0.03309 / -0.03312 Eh
* maximum force: 0.087 hartree/bohr
* energy relative to the best compared isomer or geometry (same formula, charge and spin): 372.9 kJ/mol
* charge: -1

---

No. 5
The following is a DFT calculation (ωB97M-V/def2-TZVPD) of a 4-piece molecular cluster, C5H20NO4 overall.

```
30
Properties=species:S:1:pos:R:3:forces:R:3
H -0.39135 -1.49975 2.37906 0.08 -0.02 -0.01
O 0.05789 -0.92703 1.74959 -0.37 -0.18 -0.39
H 1.65987 -0.90856 3.12982 -1.13 1.12 0.61
H -0.38939 1.34849 -0.72645 0.29 0.15 -1.79
H 2.19337 1.43550 2.55177 0.68 0.04 -0.18
C 1.58385 0.94672 1.80752 -2.21 -1.12 -0.18
H 2.75739 0.50318 -2.66810 1.05 -0.23 0.41
H -1.28747 -2.10364 -2.81716 -0.30 -0.04 -0.26
H -3.53094 -1.82420 2.04471 -0.18 -0.51 -0.16
C 1.54809 0.30973 -0.78705 -0.47 -0.12 1.54
H 0.57031 1.40197 1.99986 0.80 -0.29 -0.28
O -2.60349 1.59641 -0.45532 -0.40 0.07 0.43
C 1.88642 0.84931 -2.15833 -1.29 1.14 -0.73
H 1.85027 -0.76767 -0.58822 -0.66 1.26 -0.41
H 2.14877 -1.19256 1.72641 -0.20 0.06 -1.56
H -3.50996 1.24839 -0.44176 0.39 -0.10 -0.23
C 1.35598 -0.55440 2.12964 1.87 -0.23 1.10
H -2.97166 -3.03843 1.18017 -0.51 -0.06 0.21
C 2.01239 1.19944 0.33300 2.29 0.90 1.58
H -0.47166 0.22853 0.22886 1.68 -0.80 0.16
H 1.80363 2.24773 0.14485 -0.47 0.21 -0.49
H -0.33000 -0.37173 -1.24388 -0.51 1.77 -0.40
N 0.04410 0.42670 -0.66891 -1.93 -2.46 0.66
O -1.21939 -1.19089 -3.11527 0.07 0.36 0.32
H 3.11001 1.23908 0.34039 -0.03 -0.39 -0.18
H 1.10668 0.57499 -2.89886 0.09 0.16 0.55
H -2.66395 2.29914 0.20503 0.13 0.09 -0.10
H -2.10305 -0.88924 -3.38099 0.34 -0.36 0.13
H 1.89033 1.97072 -2.07999 0.16 -1.01 -0.34
O -2.77217 -2.19280 1.58313 0.76 0.60 -0.01
```
Positions in Å, forces in eV/Å.

* E_LUMO: -2.71 eV
* DFT total energy: -15182.9256 eV
* highest occupied orbital energy: -0.50051 Eh
* maximum force: 0.062 hartree/bohr
* energy relative to the best compared isomer or geometry (same formula, charge and spin): 98.0 kJ/mol
* charge: +1

---

No. 6
The following is a DFT calculation (ωB97M-V/def2-TZVPD) of a 5-piece molecular cluster, C5H20O5 overall.

```
30
Properties=species:S:1:pos:R:3:forces:R:3
H 3.39033 8.39783 -2.64113 0.89 -0.05 0.08
H 0.46258 -0.87145 -1.50086 0.24 0.17 0.13
H -3.11190 1.82128 5.08236 0.00 0.11 0.14
H -3.72260 -5.62017 -1.76358 0.61 -0.24 -0.13
C 2.31746 -4.32694 1.63264 0.05 -1.06 0.26
H 2.07971 7.55812 -3.16556 -0.16 -0.67 -0.17
H -1.93932 -0.01986 4.37665 0.21 -0.28 -0.07
H 3.15416 -5.02063 1.55005 0.29 0.10 0.15
C 3.02199 7.37198 -2.65024 -0.69 1.01 -0.36
H 1.19453 0.90577 -0.24900 0.07 0.48 0.25
H 3.63800 6.67929 -3.22366 0.12 0.08 0.06
H 0.67926 1.99593 -1.57054 0.16 -0.24 -0.21
O -2.15363 1.86690 5.11760 -0.31 1.01 1.33
C 1.06747 1.00699 -1.32683 0.51 -1.28 0.59
O 0.16870 0.00837 -1.74813 -1.29 -0.04 -0.58
H -2.10444 1.28471 3.19751 0.17 -0.22 -0.41
H -0.58239 1.10220 4.06586 -0.07 0.03 0.23
O 1.59458 -4.33083 0.41941 -0.10 0.69 -0.42
O -5.23553 -4.43405 -2.31926 -0.73 0.30 -0.09
O 2.68441 6.93923 -1.36475 -0.32 -0.48 0.63
H 2.02681 0.74105 -1.77072 0.32 0.88 -0.17
H 1.56523 -5.22703 0.07657 0.02 0.03 0.08
C -1.66481 1.01186 4.15688 0.00 -0.67 -1.23
H 2.70652 -3.34817 1.91321 -0.28 0.08 -0.40
H 3.45012 6.82636 -0.79683 0.16 0.10 -0.23
C -3.85548 -4.59638 -2.11326 -0.16 -0.77 0.40
H -3.34946 -4.46630 -3.06987 0.15 0.29 0.34
H -3.54512 -3.95344 -1.28961 0.61 0.35 -0.39
H 1.67476 -4.70912 2.42572 0.02 0.18 0.32
H -5.61195 -4.59350 -1.45064 -0.48 0.07 -0.14
```
Positions in Å, forces in eV/Å.

* E_LUMO: 0.49 eV
* SMILES: CO.CO.CO.CO.CO
* DFT total energy: -15743.6512 eV
* highest occupied orbital energy: -0.36976 Eh
* maximum force: 0.033 hartree/bohr
* energy relative to the best compared isomer or geometry (same formula, charge and spin): 257.9 kJ/mol